Record 1
Formula: C6H12ClFInO
Source: OMol25
Level of theory: ωB97M-V/def2-TZVPD

Results
- LUMO: 3.18 eV
- Charge: -1

Each line ends with the Mulliken charge.
Geometry (Å):
C (1.270, -0.928, 1.086)  -1.41
C (1.676, -0.113, -0.152)  0.89
C (1.692, 1.373, 0.212)  -1.46
C (0.803, -0.353, -1.401)  -1.33
In (-1.210, -1.191, -1.060)  1.11
F (-2.326, -1.068, -2.736)  -0.74
C (-2.377, -0.169, 0.578)  -1.17
C (-2.094, 1.239, 0.706)  0.61
O (-1.647, 1.860, 1.627)  -0.55
Cl (-2.447, 2.172, -0.816)  -0.26
H (0.839, -1.893, 0.822)  0.30
H (0.558, -0.365, 1.696)  0.19
H (2.141, -1.123, 1.720)  0.46
H (2.714, -0.382, -0.385)  0.22
H (2.218, 1.947, -0.555)  0.40
H (0.675, 1.764, 0.273)  0.24
H (2.187, 1.550, 1.170)  0.38
H (0.677, 0.600, -1.924)  0.33
H (1.321, -1.007, -2.106)  0.39
H (-1.136, -2.913, -0.614)  -0.35
H (-3.423, -0.355, 0.336)  0.45
H (-2.112, -0.645, 1.522)  0.30


Record 2
Formula: C6H12ClFOS2
Source: OMol25
Level of theory: ωB97M-V/def2-TZVPD

Results
- LUMO: 0.05 eV

Each line ends with the Mulliken charge.
Geometry (Å):
O (0.674, 0.098, 1.524)  -0.47
C (1.452, -0.209, 2.647)  -0.63
C (0.609, -0.723, 3.803)  0.30
F (1.414, -0.933, 4.881)  -0.24
Cl (-0.174, -2.269, 3.353)  -0.20
H (0.347, -0.734, 1.158)  0.31
H (2.242, -0.947, 2.441)  0.32
H (1.926, 0.718, 2.980)  0.30
H (-0.194, -0.036, 4.070)  0.26
C (-1.485, -0.420, -0.417)  -0.62
C (-1.854, -0.099, -1.861)  -0.59
S (-0.734, -0.838, -3.090)  -0.07
C (0.622, 0.252, -3.246)  0.43
C (0.568, 1.597, -2.571)  -1.13
S (1.877, -0.216, -4.177)  -0.26
H (-1.458, -1.500, -0.257)  0.41
H (-2.222, 0.008, 0.267)  0.32
H (-0.504, -0.017, -0.149)  -0.03
H (-1.936, 0.975, -2.030)  0.34
H (-2.830, -0.528, -2.106)  0.37
H (1.512, 2.121, -2.734)  0.35
H (-0.242, 2.197, -2.992)  0.32
H (0.391, 1.502, -1.493)  0.21


What are the max |F| values for these records? In order: 0.012, 0.013 hartree/bohr.
What are the gap between HOMO and LUMO values for these records? In order: 8.20, 8.58 eV.